[1]
Density functional theory data (wB97M-V/def2-TZVPD) for 2 unconnected molecules or ions with the total composition C10H16O in a non-equilibrium geometry.

Each line ends with the Löwdin charge.
Atoms and positions in Å:
C 0.10220 -1.08257 2.99804  -0.11
C -0.00278 -0.62600 1.54867  -0.28
C 0.41207 0.74629 1.14028  -0.23
C 1.63856 0.73612 0.51926  -0.07
C 2.01491 1.91381 -0.20295  -0.02
C 1.15490 3.03461 -0.26365  -0.32
O 1.18925 4.12685 -1.05656  0.05
C -0.05546 3.05490 0.55742  -0.03
C -0.52803 1.89296 1.07912  -0.02
H 1.11112 -0.85738 3.46516  0.08
H 0.50916 -2.15786 3.08595  0.09
H -0.91531 -0.79109 3.41872  0.10
H 0.34238 -1.38120 0.92838  0.07
H -1.10515 -0.64900 1.41525  0.11
H 2.42621 -0.05914 0.71167  0.14
H 3.12862 2.01830 -0.47420  0.13
H 1.96848 4.62977 -1.05994  0.08
H -0.39404 4.13326 0.55497  0.13
H -1.54333 1.86084 1.47314  0.11
C -1.92689 -2.68085 -1.89035  -0.16
C -0.90628 -2.46117 -3.06235  -0.16
H -1.99720 -3.72428 -1.69193  0.05
H -1.65948 -2.18035 -1.06587  -0.02
H -2.88127 -2.12369 -2.08809  0.08
H 0.04924 -2.09766 -2.65312  0.05
H -1.30781 -1.78507 -3.91901  0.09
H -0.82405 -3.49039 -3.46800  0.05

Values from the calculation:
LUMO: 0.82 eV
energy: -465.7530 a.u.
gap between HOMO and LUMO: 9.2 eV
structure (SMILES): CCc1ccc(O)cc1.CC
2S+1: 1
relative energy (zero: lowest compared OMol25 entry of this formula, charge and spin): 380.2 kJ/mol
net charge: 0

---

[2]
Density functional theory data (wB97M-V/def2-TZVPD) for a molecular structure, C36H26CaCl3O4S2Se3Te in a non-equilibrium geometry.

Each line ends with the Löwdin charge.
Atoms and positions in Å:
Ca -1.16413 3.37930 -2.41762  0.85
C -4.28759 -6.78998 -1.12587  -0.06
C -3.84315 -5.36925 -0.94243  -0.28
C -4.05217 -4.42533 -1.94036  -0.04
C -3.62044 -3.11575 -1.78639  -0.08
C -2.95790 -2.75446 -0.62797  -0.38
C -2.76181 -3.66929 0.39798  -0.05
C -3.20434 -4.96842 0.22880  -0.03
S -2.41953 -1.07738 -0.41690  1.05
O -2.42021 -0.83340 1.05271  -0.46
C -0.72425 -1.34629 -0.93752  -0.30
C -0.56632 -1.69427 -2.30572  -0.06
C 0.67379 -1.89767 -2.81235  -0.04
C 1.82178 -1.78572 -1.97784  -0.16
C 3.12292 -1.97026 -2.49904  -0.02
C 4.22122 -1.81388 -1.70333  -0.07
C 4.05939 -1.46046 -0.34604  -0.08
C 2.81325 -1.26530 0.17491  -0.03
C 1.65889 -1.42637 -0.63013  -0.12
C 0.34869 -1.16920 -0.11808  -0.17
C 0.21357 -0.56362 1.23998  -0.17
C 0.05396 -1.36166 2.41696  -0.11
C 0.07094 -2.77661 2.36047  -0.03
C -0.10363 -3.51916 3.49325  -0.08
C -0.30879 -2.88005 4.73488  -0.08
C -0.33213 -1.51724 4.80888  -0.03
C -0.14994 -0.72382 3.65152  -0.15
C -0.18191 0.70302 3.71210  0.00
C 0.02101 1.44576 2.59491  -0.02
C 0.24634 0.78835 1.36093  -0.29
S 0.54391 1.65244 -0.14604  0.98
O -0.72796 2.49091 -0.38467  -0.66
C 1.78216 2.81716 0.29844  -0.39
C 3.09406 2.44073 0.06790  -0.08
C 4.10489 3.35329 0.33075  -0.04
C 3.81055 4.63399 0.78187  -0.27
C 4.90058 5.64216 1.00287  -0.05
C 2.47789 4.98858 0.98125  -0.02
C 1.45401 4.09024 0.74118  -0.06
H -5.14726 -6.85596 -1.79023  0.07
H -4.56192 -7.24788 -0.17643  0.08
H -3.49145 -7.39566 -1.56147  0.08
H -4.57378 -4.70931 -2.84490  0.11
H -3.81553 -2.38294 -2.55633  0.11
H -2.28863 -3.34921 1.31512  0.10
H -3.05754 -5.68747 1.02530  0.11
H -1.43082 -1.76226 -2.94902  0.11
H 0.80844 -2.12118 -3.86109  0.12
H 3.23097 -2.21496 -3.54629  0.12
H 5.21271 -1.94481 -2.11455  0.10
H 4.93076 -1.32967 0.28230  0.10
H 2.70464 -0.97938 1.21421  0.12
H 0.21867 -3.26143 1.40583  0.12
H -0.08853 -4.59979 3.43635  0.10
H -0.45194 -3.47551 5.62672  0.10
H -0.49610 -1.02620 5.75905  0.11
H -0.36536 1.18178 4.66447  0.11
H 0.00666 2.52625 2.63312  0.12
H 3.31408 1.46675 -0.34810  0.10
H 5.13288 3.07674 0.13729  0.11
H 5.88324 5.18349 0.91167  0.07
H 4.83174 6.09665 1.99150  0.08
H 4.83373 6.44504 0.26947  0.09
H 2.23622 5.99313 1.30589  0.12
H 0.41722 4.37706 0.85642  0.09
Se -0.35049 5.79735 -3.69991  -0.30
Se 1.41636 5.19375 -5.13929  -0.33
Te 2.70480 3.58191 -3.72557  0.12
Se 1.08342 1.68762 -3.53690  -0.31
Cl -2.18033 5.41798 -0.33795  0.56
C -3.80014 5.07231 -1.12248  -1.46
Cl -5.11567 5.61845 -0.09058  0.60
Cl -3.84137 5.95275 -2.64944  0.59
C -3.87542 3.48160 -1.30787  -0.85
O -4.41332 2.86571 -0.43137  0.04
O -3.28854 3.07623 -2.35921  -0.27

Values from the calculation:
LUMO: 1.94 eV
energy: -12015.5458 a.u.
gap between HOMO and LUMO: 5.7 eV
2S+1: 1
relative energy (zero: lowest compared OMol25 entry of this formula, charge and spin): 37.1 kJ/mol
net charge: -1

---

[3]
Density functional theory data (wB97M-V/def2-TZVPD) for a single C5H12O2 molecule.

Each line ends with the Löwdin charge.
Atoms and positions in Å:
C -2.19399 1.64159 -0.17816  -0.11
C -1.26927 0.61624 -0.82752  -0.22
C -0.10301 0.22612 0.07885  -0.42
O -0.68599 -0.30219 1.25394  -0.04
C 0.81139 -0.79437 -0.61297  -0.14
C 2.06485 -1.21694 0.15482  -0.23
O 1.81177 -1.40746 1.55172  -0.08
H -3.02626 1.89821 -0.84243  0.07
H -2.60219 1.24403 0.75481  0.07
H -1.65360 2.56653 0.05704  0.07
H -0.89237 0.99509 -1.78668  0.11
H -1.83329 -0.30197 -1.04006  0.12
H 0.48368 1.13665 0.31603  0.15
H 0.01855 -0.77260 1.72654  0.07
H 1.15707 -0.37668 -1.56803  0.12
H 0.20347 -1.67583 -0.84627  0.12
H 2.86103 -0.47328 0.02503  0.12
H 2.43502 -2.16346 -0.26101  0.12
H 2.41315 -0.83969 2.04436  0.10

Values from the calculation:
LUMO: 0.73 eV
energy: -348.1778 a.u.
gap between HOMO and LUMO: 10.6 eV
structure (SMILES): CC[C@@H](O)CCO
2S+1: 1
relative energy (zero: lowest compared OMol25 entry of this formula, charge and spin): 70.9 kJ/mol
net charge: 0

---

[4]
Density functional theory data (wB97M-V/def2-TZVPD) for 2 unconnected molecules or ions with the total composition C2H5NO2 in a non-equilibrium geometry.

Each line ends with the Löwdin charge.
Atoms and positions in Å:
C -0.43402 -0.38101 0.10999  -0.38
C 0.96007 -0.74811 0.10574  0.02
N -1.59895 -0.48235 -0.59175  0.21
O -1.42707 -0.42765 0.94930  0.13
O -0.08613 1.83721 -0.19386  -0.27
H 1.48449 -0.45911 0.94433  0.08
H 1.28104 -0.17976 -0.66013  0.05
H 1.16869 -1.83231 0.02491  0.12
H -1.94580 0.46289 -0.95566  0.15
H 0.59767 2.21019 0.26713  -0.11

Values from the calculation:
LUMO (alpha / beta): 0.10 / 0.10 eV
energy: -284.2288 a.u.
gap between HOMO and LUMO (alpha / beta): 9.1 / 9.1 eV
2S+1: 1
relative energy (zero: lowest compared OMol25 entry of this formula, charge and spin): 626.4 kJ/mol
net charge: 0

---

[5]
Density functional theory data (wB97M-V/def2-TZVPD) for a single C17H22N2O6S molecule.

Each line ends with the Löwdin charge.
Atoms and positions in Å:
C -2.56486 2.70087 4.17674  -0.04
C -1.56505 2.02349 3.29308  -0.23
C -1.96816 1.42917 2.10488  -0.01
C -1.06704 0.78942 1.27507  0.01
C 0.27893 0.75371 1.62460  -0.13
C 1.23778 0.06394 0.73482  -0.41
O 0.96926 -0.95881 0.11804  0.04
N 2.47197 0.62455 0.66259  0.08
C 3.46046 0.08940 -0.23691  -0.05
C 3.10145 0.24007 -1.71594  -0.47
O 3.78860 -0.17161 -2.60885  0.14
O 1.93860 0.87287 -1.87237  0.00
C 1.42856 0.96940 -3.19310  -0.04
C 0.73312 -0.30267 -3.69103  -0.46
O 0.46927 -0.43482 -4.86793  0.08
N 0.45104 -1.22016 -2.75306  0.13
C -0.24875 -2.43642 -3.12054  -0.34
C -0.27216 -3.41375 -1.94031  -0.16
C -1.22426 -2.87519 -0.88604  -0.19
S -2.41216 -1.85044 -1.82343  0.69
O -3.73920 -2.39792 -1.73314  -0.33
O -2.26025 -0.46587 -1.45865  -0.33
C -1.69680 -2.13576 -3.47274  -0.15
C 0.69170 1.34856 2.81493  0.01
C -0.21309 1.97543 3.65565  -0.23
C 0.25380 2.59303 4.93820  -0.04
H -2.30436 3.74934 4.31855  0.09
H -3.55962 2.64608 3.74316  0.08
H -2.58786 2.23136 5.15975  0.09
H -3.00905 1.46172 1.81970  0.12
H -1.40116 0.34301 0.35067  0.08
H 2.59304 1.56559 0.99945  0.15
H 3.55878 -0.98740 -0.05649  0.14
H 4.42863 0.55838 -0.05701  0.14
H 0.69769 1.78093 -3.17869  0.15
H 2.23320 1.20651 -3.89723  0.14
H 0.59187 -1.02849 -1.76570  0.10
H 0.27293 -2.86724 -3.98466  0.16
H -0.61171 -4.38470 -2.30445  0.12
H 0.73296 -3.52949 -1.53411  0.13
H -0.72158 -2.22585 -0.17526  0.07
H -1.78491 -3.64686 -0.37118  0.10
H -2.20410 -2.98419 -3.92008  0.11
H -1.80176 -1.25022 -4.08923  0.11
H 1.73066 1.29230 3.11130  0.12
H 0.03310 3.65987 4.95297  0.08
H -0.25456 2.13962 5.78827  0.08
H 1.32504 2.45925 5.06568  0.08

Values from the calculation:
LUMO: 0.42 eV
energy: -1620.2110 a.u.
gap between HOMO and LUMO: 9.7 eV
structure (SMILES): Cc1ccc(C(=O)NCC(=O)OCC(=O)N[C@H]2CCS(=O)(=O)C2)cc1C
2S+1: 1
relative energy (zero: lowest compared OMol25 entry of this formula, charge and spin): 0.0 kJ/mol
net charge: 0

---

[6]
Density functional theory data (wB97M-V/def2-TZVPD) for a molecular structure, C9H27B2NORb4 in a non-equilibrium geometry.

Each line ends with the Löwdin charge.
Atoms and positions in Å:
Rb -20.60472 1.24481 28.09531  0.91
Rb -15.96606 2.11191 21.75527  0.92
Rb -21.44338 -3.72091 23.26256  0.94
Rb -22.33938 6.99888 23.96877  0.98
B -15.88401 1.69719 27.19258  -0.43
H -14.85953 1.41247 27.00925  -0.10
H -16.09056 1.64477 28.25033  -0.11
H -16.06050 2.65379 26.72566  -0.12
H -16.48758 0.92997 26.73289  -0.13
B -20.72729 1.26190 22.70850  -0.42
H -20.14100 0.69127 23.41198  -0.11
H -20.22262 1.35028 21.75890  -0.11
H -21.67363 0.75426 22.60372  -0.11
H -20.94187 2.25032 23.08431  -0.12
C -25.11863 -0.74121 15.88060  -0.02
C -24.02432 -1.54193 16.60916  -0.50
C -23.79768 -2.95627 16.04536  -0.13
C -23.05077 -2.97911 14.68203  -0.16
C -21.66415 -2.32536 14.95252  -0.13
C -21.76828 -0.89535 15.58813  -0.44
N -22.78021 -0.79443 16.63932  -0.15
O -22.76796 0.43409 17.32031  0.00
C -20.30667 -0.60274 16.15869  -0.04
C -22.07261 0.25028 14.52673  -0.03
C -24.42303 -1.77059 18.08879  -0.03
H -25.95193 -1.43552 15.77266  0.09
H -24.90139 -0.29727 14.90909  0.08
H -25.53652 0.04863 16.50480  0.08
H -23.08407 -3.46513 16.69338  0.11
H -24.66319 -3.61846 16.06750  0.12
H -23.53115 -2.42645 13.87463  0.10
H -22.99465 -3.95730 14.20445  0.11
H -21.10301 -2.45513 14.02712  0.12
H -21.13898 -2.96765 15.65946  0.10
H -19.52513 -0.84248 15.43771  0.08
H -20.17513 0.45550 16.38437  0.07
H -20.17844 -1.22023 17.04771  0.07
H -22.83023 -0.13862 13.84639  0.06
H -22.52954 1.15192 14.93461  0.07
H -21.20283 0.73441 14.08267  0.07
H -25.17847 -1.00987 18.28552  0.07
H -23.60537 -1.64071 18.79777  0.07
H -24.83575 -2.70985 18.45695  0.08
H -22.37485 0.27856 18.18222  0.10

Values from the calculation:
LUMO: -5.68 eV
energy: -634.3363 a.u.
gap between HOMO and LUMO: 5.0 eV
2S+1: 1
relative energy (zero: lowest compared OMol25 entry of this formula, charge and spin): 614.2 kJ/mol
net charge: +2